*P*
This record from the Open Molecules 2025 dataset describes the molecule C17H27N5O3. The level of theory is wB97M-V/def2-TZVPD.

Results
- Highest occupied orbital energy: -9.2 eV
- Frontier orbital gap: 9.968 eV

Structure (ORCA input):
```
! wB97M-V def2-TZVPD RIJCOSX def2/J DEFGRID3
* xyz 0 1
O -1.883 -0.981 -0.028
O -0.412 3.619 -1.549
O 0.324 -1.245 -2.553
N 2.393 1.501 1.138
N -2.326 -2.146 0.626
N -0.484 0.804 -1.942
N 2.774 0.735 -0.805
N 3.230 0.766 0.406
C 2.033 0.687 4.847
C -2.248 -3.129 -0.173
C 1.264 -0.372 5.627
C 2.589 1.626 2.571
C 1.817 0.566 3.344
C 0.464 3.005 -2.465
C 1.622 1.456 -0.872
C 1.619 1.056 -3.341
C -2.392 -3.382 -2.720
C -1.762 -1.266 -1.434
C -1.678 -2.780 -1.520
C -1.650 2.941 -1.586
C 1.367 1.947 0.387
C -2.622 -4.504 0.255
C -1.479 1.512 -1.128
C 0.807 1.543 -2.140
C -0.528 -0.562 -2.020
H 1.727 1.684 5.179
H -2.672 -0.920 -1.945
H -1.193 1.498 -0.073
H 2.134 -0.420 2.996
H -2.060 2.974 -2.604
H 2.385 1.808 -3.544
H -2.437 1.008 -1.201
H -3.429 -4.894 -0.368
H 0.970 0.965 -4.213
H -2.325 -4.470 -2.713
H 3.102 0.604 5.066
H 0.751 0.654 3.112
H 0.023 3.038 -3.471
H 1.575 -1.375 5.330
H -0.626 -3.084 -1.543
H 2.282 2.630 2.868
H -1.770 -5.178 0.140
H 1.388 3.581 -2.462
H -2.943 -4.503 1.293
H -1.931 -3.027 -3.641
H 3.660 1.532 2.746
H 0.600 2.587 0.783
H 2.106 0.111 -3.159
H -2.328 3.467 -0.915
H 1.427 -0.274 6.700
H 0.192 -0.291 5.441
H -3.448 -3.104 -2.728
*
```

*Q*
This record from the Open Molecules 2025 dataset describes the molecule C17H27N5O3. The level of theory is wB97M-V/def2-TZVPD.

Results
- Highest occupied orbital energy: -9.0 eV
- Frontier orbital gap: 9.801 eV

Structure (ORCA input):
```
! wB97M-V def2-TZVPD RIJCOSX def2/J DEFGRID3
* xyz 0 1
O -0.455 2.288 -2.802
O 1.812 -2.292 -2.098
O -2.226 0.272 -0.760
N 1.284 -0.264 2.325
N 1.628 -0.095 0.240
N 2.061 0.300 1.412
N -0.388 -0.558 -1.796
N -0.903 3.594 -3.016
C 2.586 -1.073 4.249
C -2.969 4.873 -3.095
C 3.916 -1.887 6.243
C -2.768 2.318 -2.484
C 1.565 -0.066 3.734
C 0.577 -0.908 0.418
C -1.589 1.406 -2.741
C -1.415 -2.245 -0.253
C -4.053 1.906 -3.193
C 1.371 -1.529 -3.194
C 0.337 -1.033 1.767
C 2.893 -0.879 5.730
C -1.406 0.330 -1.662
C 0.704 -2.698 -1.340
C -2.165 3.636 -2.893
C 0.728 -0.244 -2.706
C -0.142 -1.554 -0.742
H 2.236 -1.297 -3.816
H -3.479 4.838 -4.058
H 4.124 -1.729 7.302
H 1.469 0.328 -2.150
H 1.972 -0.967 6.314
H -0.389 -1.574 2.348
H 1.930 0.953 3.858
H -2.044 -2.536 -1.093
H 1.083 -3.322 -0.531
H -3.918 1.870 -4.277
H 4.861 -1.799 5.703
H -1.163 -3.144 0.314
H -4.867 2.599 -2.977
H -2.008 -1.608 0.397
H -2.970 2.379 -1.409
H 3.558 -2.911 6.124
H 3.268 0.135 5.898
H -1.697 0.891 -3.708
H 0.063 -3.340 -1.960
H 0.397 0.297 -3.587
H 3.505 -0.977 3.666
H 2.215 -2.088 4.078
H -4.368 0.917 -2.859
H 0.670 -2.107 -3.814
H 0.624 -0.137 4.281
H -3.722 4.971 -2.313
H -2.333 5.757 -3.075
*
```

Which one sits at the top of the stability order? *P* does.

*P*
This record from the Open Molecules 2025 dataset describes an isolated ion of composition C3H7NOP and charge -1. The level of theory is wB97M-V/def2-TZVPD.

Results
- Highest occupied orbital energy: -1.9 eV
- Frontier orbital gap: 6.392 eV

Structure (ORCA input):
```
! wB97M-V def2-TZVPD RIJCOSX def2/J DEFGRID3
* xyz -1 1
P 1.640 -0.865 0.278
O 1.956 0.524 -0.623
N 1.121 1.162 0.489
C -0.978 -0.042 0.027
C -0.200 1.294 -0.020
C -0.066 -1.176 -0.416
H 1.007 -1.046 1.759
H -1.249 -0.223 1.069
H 0.025 -1.216 -1.507
H -1.901 0.006 -0.566
H -0.432 -2.146 -0.059
H -0.205 1.699 -1.051
H -0.716 2.028 0.620
*
```

*Q*
This record from the Open Molecules 2025 dataset describes a 2-piece molecular cluster, C3H7NOP overall. The level of theory is wB97M-V/def2-TZVPD.

Results
- Highest occupied orbital energy (spin up / spin down): -2.1 / -2.1 eV
- Frontier orbital gap (spin up / spin down): 6.419 / 6.420 eV

Structure (ORCA input):
```
! wB97M-V def2-TZVPD RIJCOSX def2/J DEFGRID3
* xyz -1 1
P -0.526 -0.878 -0.240
O 3.095 0.860 -1.690
N 2.205 0.046 -1.991
C 0.408 0.587 -0.547
C 0.533 0.192 0.874
C -2.133 -0.425 0.622
H 2.228 -0.846 -1.569
H -2.832 -0.625 -0.180
H -2.261 0.445 1.295
H 1.520 -0.397 1.323
H -2.365 -1.183 1.294
H 0.151 0.730 1.682
H -0.022 1.494 -0.872
*
```

Which one sits at the top of the stability order? *P* does.

*P*
This record from the Open Molecules 2025 dataset describes a 2-piece molecular cluster, C4H12NOS overall. The level of theory is wB97M-V/def2-TZVPD.

Results
- Highest occupied orbital energy: -2.4 eV
- Frontier orbital gap: 5.794 eV

Structure (ORCA input):
```
! wB97M-V def2-TZVPD RIJCOSX def2/J DEFGRID3
* xyz -1 1
S 0.877 -3.627 1.503
O -0.413 2.639 -2.254
N -0.537 0.592 -0.263
C 0.155 -2.273 0.550
C 1.170 -1.224 -0.075
C -1.395 1.099 0.824
C 0.865 0.273 0.117
H -0.745 1.396 1.728
H -0.885 0.036 -0.967
H -0.277 1.788 -1.667
H -2.219 0.403 1.170
H -0.346 -2.604 -0.365
H 0.545 2.696 -2.303
H -0.609 -1.866 1.287
H 2.155 -1.406 0.288
H 1.074 -1.422 -1.140
H -2.039 2.004 0.776
H 1.615 1.032 -0.487
H 1.009 0.466 1.278
*
```

*Q*
This record from the Open Molecules 2025 dataset describes a 2-piece molecular cluster, C4H12NOS overall. The level of theory is wB97M-V/def2-TZVPD.

Results
- Highest occupied orbital energy: -2.5 eV
- Frontier orbital gap: 6.132 eV

Structure (ORCA input):
```
! wB97M-V def2-TZVPD RIJCOSX def2/J DEFGRID3
* xyz -1 1
S -2.307 -1.948 -0.613
O 0.255 1.384 -2.150
N 0.874 0.506 0.545
C -0.564 -1.311 -0.388
C -0.524 -0.244 0.653
C -1.523 0.919 0.485
C 2.015 -0.451 0.583
H 1.922 -1.088 1.463
H 0.869 1.230 1.255
H -0.469 0.803 -2.417
H -0.571 -0.452 1.724
H 1.979 -0.944 -0.376
H -0.381 -0.968 -1.393
H 0.065 -2.179 -0.198
H -1.121 1.763 1.070
H 2.933 0.118 0.734
H -1.714 1.257 -0.521
H 0.723 1.000 -1.394
H -2.459 0.605 0.937
*
```

*R*
This record from the Open Molecules 2025 dataset describes a 2-piece molecular cluster, C4H12NOS overall. The level of theory is wB97M-V/def2-TZVPD.

Results
- Highest occupied orbital energy: -2.4 eV
- Frontier orbital gap: 6.056 eV

Structure (ORCA input):
```
! wB97M-V def2-TZVPD RIJCOSX def2/J DEFGRID3
* xyz -1 1
S -0.417 -0.585 -1.425
O 0.815 1.310 -5.526
N 0.623 0.092 2.494
C 0.281 1.047 3.513
C -0.257 -0.112 1.297
C 0.601 -0.511 0.099
C -1.291 -1.195 1.703
H -0.659 -2.055 1.918
H -0.332 1.873 3.168
H 1.103 1.804 -4.753
H -0.643 0.902 1.106
H -0.270 0.562 4.356
H 0.752 -1.566 0.375
H 1.167 1.507 3.980
H 1.557 0.128 2.114
H -2.237 -1.204 1.201
H -0.124 1.193 -5.460
H 1.461 0.151 -0.081
H -1.622 -0.749 2.668
*
```

Which one sits at the top of the stability order? *Q* does.

*P*
This record from the Open Molecules 2025 dataset describes a 2-piece molecular cluster, C4H12NOS overall. The level of theory is wB97M-V/def2-TZVPD.

Results
- Highest occupied orbital energy: -2.7 eV
- Frontier orbital gap: 6.408 eV

Structure (ORCA input):
```
! wB97M-V def2-TZVPD RIJCOSX def2/J DEFGRID3
* xyz -1 1
S -2.549 1.440 -0.643
O -2.404 -1.544 0.500
N 1.439 0.300 -0.555
C -0.294 0.542 1.274
C 2.324 -0.682 0.061
C 0.020 0.104 -0.163
C -0.893 0.876 -1.224
H -0.139 1.575 1.391
H 0.436 0.117 2.046
H 2.120 -1.627 -0.423
H -0.981 0.220 -2.119
H -0.338 1.731 -1.839
H 3.345 -0.410 -0.116
H 1.676 1.319 -0.319
H -1.310 0.202 1.480
H 2.295 -0.790 1.147
H -0.133 -0.927 -0.402
H -2.747 -0.654 0.165
H -1.867 -1.790 -0.263
*
```

*Q*
This record from the Open Molecules 2025 dataset describes a 2-piece molecular cluster, C4H12NOS overall. The level of theory is wB97M-V/def2-TZVPD.

Results
- Highest occupied orbital energy: -2.7 eV
- Frontier orbital gap: 6.224 eV

Structure (ORCA input):
```
! wB97M-V def2-TZVPD RIJCOSX def2/J DEFGRID3
* xyz -1 1
S -2.789 -0.955 -0.372
O -1.914 -3.315 1.811
N 1.296 0.041 -0.209
C -0.440 1.597 -1.067
C -0.162 0.297 -0.156
C -0.907 -0.930 -0.469
C 2.146 1.101 0.461
H -1.528 1.590 -1.129
H 0.054 2.562 -0.677
H 3.040 1.605 -0.071
H -0.664 -1.405 -1.509
H 2.485 0.823 1.440
H 1.518 2.033 0.480
H -0.447 0.770 0.735
H -1.185 -3.148 2.436
H -0.437 -1.751 0.159
H 1.731 -0.074 -1.118
H -1.810 -2.371 1.393
H 0.011 1.530 -2.138
*
```

Which one sits at the top of the stability order? *P* does.